DFT (ωB97M-V/def2-TZVPD) results for a cluster of 8 separate species, C18H34Br2O15 in total.

## Properties
Energy relative to the best compared isomer or geometry (same formula, charge and spin) ... 0.000 eV
Net charge ... 0
SMILES ... C[C@H]1COC(=O)O1.C[C@H]1COC(=O)O1.C[C@H]1COC(=O)O1.C[C@H]1COC(=O)O1.BrCCBr.O.O.O
HOMO ... -10.4 eV

Last column: Mulliken charge in e.
CARTESIAN COORDINATES (ANGSTROEM)
Br  4.896  33.511  -0.080  -0.200
C  3.813  31.911  -0.230  -0.034
C  4.539  30.885  -1.025  0.014
Br  3.701  29.138  -1.054  -0.016
H  2.813  32.152  -0.582  0.580
H  3.714  31.608  0.809  -0.219
H  5.501  30.719  -0.544  0.038
H  4.740  31.112  -2.067  -0.077
C  4.408  32.272  -4.699  -1.205
C  4.623  32.762  -6.110  0.361
C  3.783  32.084  -7.205  -0.182
O  2.850  33.083  -7.599  -0.353
C  3.280  34.292  -7.169  0.642
O  2.831  35.333  -7.515  -0.511
O  4.255  34.143  -6.239  -0.378
H  3.398  32.400  -4.311  0.318
H  5.156  32.709  -4.039  0.362
H  4.606  31.192  -4.704  0.333
H  5.681  32.664  -6.356  0.252
H  3.267  31.185  -6.877  0.067
H  4.410  31.839  -8.065  0.279
C  1.524  28.700  -5.141  -1.514
C  1.855  27.656  -4.096  0.924
C  1.627  26.200  -4.518  -0.412
O  2.935  25.748  -4.882  -0.381
C  3.857  26.627  -4.435  0.609
O  5.029  26.506  -4.571  -0.547
O  3.258  27.661  -3.793  -0.291
H  0.510  28.540  -5.510  0.411
H  2.202  28.609  -5.997  0.335
H  1.598  29.718  -4.761  0.325
H  1.309  27.872  -3.177  -0.054
H  0.921  26.086  -5.333  0.331
H  1.303  25.620  -3.651  0.288
C  0.675  29.918  1.998  -1.406
C  1.321  28.699  1.426  1.079
C  1.099  27.351  2.170  -0.545
O  0.463  26.516  1.202  -0.354
C  0.525  27.108  -0.013  0.600
O  0.298  26.569  -1.042  -0.501
O  0.816  28.420  0.119  -0.326
H  1.099  30.867  1.668  0.036
H  0.728  29.913  3.094  0.439
H  -0.399  29.948  1.786  0.388
H  2.401  28.840  1.387  0.049
H  0.469  27.428  3.053  0.323
H  2.065  26.917  2.421  0.277
C  3.110  32.384  3.854  -1.215
C  2.093  33.380  3.366  0.407
C  2.063  34.745  4.040  -0.400
O  2.011  35.663  2.959  -0.356
C  2.361  35.043  1.803  0.595
O  2.629  35.631  0.808  -0.523
O  2.388  33.703  1.975  -0.204
H  3.046  31.480  3.246  0.084
H  2.992  32.145  4.907  0.444
H  4.113  32.778  3.668  0.349
H  1.096  32.935  3.311  0.236
H  2.956  34.941  4.635  0.257
H  1.174  34.850  4.658  0.305
O  6.044  31.035  2.149  -0.590
H  6.189  31.962  1.929  0.308
H  6.513  30.548  1.462  0.217
O  8.084  30.320  -0.021  -0.612
H  8.530  30.870  -0.671  0.300
H  7.919  29.486  -0.472  0.305
O  3.864  25.654  -0.814  -0.625
H  4.230  26.095  -0.043  0.361
H  3.540  26.369  -1.369  0.202

=====

DFT (ωB97M-V/def2-TZVPD) results for a structure of composition C18H34ClI2NO20P2S5.

## Properties
Net charge ... 0
HOMO ... -8.6 eV

Last column: Mulliken charge in e.
CARTESIAN COORDINATES (ANGSTROEM)
C  -2.814  2.053  -1.109  -0.139
C  -1.679  3.032  -1.762  -0.582
I  -2.191  5.198  -1.934  0.025
C  -0.344  2.533  -2.267  -0.678
I  0.932  4.132  -3.133  0.003
C  0.107  0.923  -2.208  1.021
P  -0.924  0.041  -3.537  0.252
N  -2.116  -0.907  -3.016  -0.557
C  0.083  0.285  -0.711  -1.205
C  0.868  -1.136  -0.504  1.668
C  -0.099  -2.477  -0.763  0.250
C  0.182  -3.221  -2.194  -0.529
C  -1.166  -4.125  -2.603  -0.009
Cl  -0.745  -5.922  -2.925  -0.239
P  1.249  -1.214  1.409  0.467
O  2.118  0.029  1.895  -0.642
C  2.334  -1.250  -1.224  -0.115
O  2.370  -0.908  -2.650  -0.516
S  1.920  0.766  -2.798  1.004
O  2.064  1.064  -4.336  -0.620
O  2.920  1.542  -1.913  -0.480
H  -2.450  1.742  -0.035  0.065
H  -3.784  2.727  -0.927  0.398
H  -3.170  1.167  -1.783  0.257
H  -0.035  -0.761  -4.338  0.183
H  -1.504  1.045  -4.395  0.128
H  -2.101  -0.851  -1.976  0.001
H  0.623  1.072  0.007  0.483
H  -0.995  0.137  -0.240  -0.090
H  0.219  -3.259  0.081  0.455
H  -1.243  -2.250  -0.543  -1.051
H  0.364  -2.511  -3.105  -0.092
H  1.060  -4.004  -2.064  0.587
H  -2.045  -3.973  -1.841  -0.045
H  -1.570  -3.711  -3.647  0.297
H  1.911  -2.478  1.751  0.107
H  -0.050  -1.090  2.075  -0.010
H  3.102  -0.673  -0.550  0.426
H  2.649  -2.400  -1.151  -0.422
C  -4.914  3.354  3.724  -0.302
C  -3.440  3.676  3.492  -0.361
O  -3.281  3.698  2.075  -0.154
S  -4.667  4.226  1.395  1.069
O  -4.524  5.638  1.119  -0.534
O  -5.081  3.266  0.398  -0.574
O  -5.622  4.058  2.706  -0.346
H  -5.109  2.285  3.598  0.236
H  -5.254  3.671  4.714  0.320
H  -2.776  2.934  3.943  0.327
H  -3.188  4.670  3.875  0.279
C  3.994  3.003  1.358  0.018
C  3.819  3.980  0.199  -0.111
O  2.702  4.790  0.561  -0.236
S  2.669  4.954  2.183  1.042
O  3.294  6.213  2.523  -0.567
O  1.358  4.573  2.654  -0.471
O  3.716  3.756  2.538  -0.353
H  3.269  2.185  1.298  0.070
H  5.006  2.589  1.400  0.292
H  3.635  3.472  -0.750  0.096
H  4.692  4.634  0.099  0.309
C  6.427  -2.422  0.873  -0.326
C  6.761  -3.897  1.073  -0.417
O  5.519  -4.583  0.931  -0.309
S  4.587  -3.777  -0.138  1.158
O  4.727  -4.414  -1.428  -0.599
O  3.306  -3.518  0.477  -0.552
O  5.443  -2.390  -0.160  -0.258
H  5.986  -1.991  1.777  0.289
H  7.303  -1.836  0.582  0.307
H  7.201  -4.096  2.053  0.323
H  7.437  -4.258  0.290  0.309
C  -5.078  -3.462  0.231  -0.311
C  -5.627  -2.683  1.424  -0.468
O  -4.482  -2.127  2.066  -0.325
S  -3.348  -1.804  0.939  1.089
O  -3.444  -0.403  0.591  -0.425
O  -2.111  -2.432  1.342  -0.564
O  -4.001  -2.675  -0.274  -0.293
H  -4.674  -4.430  0.545  0.294
H  -5.833  -3.617  -0.544  0.338
H  -6.186  -3.319  2.115  0.335
H  -6.265  -1.856  1.095  0.300

=====

DFT (ωB97M-V/def2-TZVPD) results for a structure of composition C18H34N3OPPdSeSi.

## Properties
Energy relative to the best compared isomer or geometry (same formula, charge and spin) ... 0.000 eV
Spin multiplicity ... 5
Expectation value of S² ... 6.07
Net charge ... 0
HOMO (spin up / spin down) ... -5.0 / -7.4 eV

Last column: Löwdin spin population.
CARTESIAN COORDINATES (ANGSTROEM)
Pd  0.118  -0.223  -0.369  1.176
Si  2.394  -0.175  -0.889  0.241
P  -0.416  0.085  -2.635  0.173
N  0.136  -2.152  -0.845  1.167
H  -0.250  2.425  1.341  0.001
C  -2.190  0.390  -2.900  0.037
H  -2.386  0.583  -3.968  0.010
H  -2.490  1.258  -2.295  0.000
H  -2.758  -0.491  -2.569  0.001
C  0.365  1.570  -3.356  0.018
H  -0.014  1.707  -4.378  0.005
H  1.456  1.466  -3.384  0.000
H  0.101  2.443  -2.746  0.000
C  -0.018  -1.273  -3.781  0.026
H  -0.209  -0.953  -4.813  0.006
H  -0.645  -2.139  -3.546  0.001
H  1.030  -1.564  -3.674  0.001
C  3.055  1.597  -0.658  0.069
H  2.811  1.999  0.331  0.002
H  2.670  2.277  -1.424  0.000
H  4.148  1.546  -0.755  0.014
H  3.198  -1.044  0.018  0.032
H  2.730  -0.554  -2.297  0.030
C  0.090  -3.460  -0.915  0.138
C  -1.059  -5.618  -0.724  -0.010
C  -1.076  -4.241  -0.585  0.171
C  1.272  -4.169  -1.341  0.176
C  1.260  -5.546  -1.479  -0.010
C  0.094  -6.270  -1.187  0.173
H  -1.947  -6.201  -0.472  -0.003
H  -1.948  -3.681  -0.237  0.007
H  2.150  -3.551  -1.552  0.007
H  2.161  -6.058  -1.815  -0.003
H  0.090  -7.356  -1.315  0.010
C  -0.900  2.729  0.489  0.009
O  -0.958  1.661  -0.423  0.161
C  -2.274  3.067  1.056  0.004
H  -2.466  4.142  0.963  0.000
H  -2.308  2.827  2.123  0.001
H  -3.076  2.519  0.549  0.000
C  -0.262  3.974  -0.112  0.002
H  -0.905  4.392  -0.895  0.000
H  0.725  3.756  -0.535  0.000
H  -0.146  4.725  0.676  0.000
C  -2.367  -0.091  3.274  0.003
N  -1.143  0.586  3.659  0.018
C  -1.035  1.748  4.408  0.004
C  0.281  2.093  4.419  0.004
N  0.959  1.147  3.669  0.017
C  2.380  1.181  3.391  0.001
C  0.079  0.215  3.176  0.022
Se  0.401  -1.216  2.069  0.084
H  -2.544  0.016  2.193  0.001
H  -3.195  0.363  3.830  0.000
H  -2.283  -1.158  3.511  0.002
H  -1.894  2.204  4.874  0.000
H  0.796  2.922  4.877  0.001
H  2.639  2.124  2.883  0.001
H  2.942  1.122  4.336  0.000
H  2.633  0.326  2.751  0.000

=====

DFT (ωB97M-V/def2-TZVPD) results for a cluster of 6 separate species, C18H34O18 in total.

## Properties
Energy relative to the best compared isomer or geometry (same formula, charge and spin) ... 0.666 eV
Net charge ... 0
SMILES ... COC(=O)OC.COC(=O)OC.COC(=O)OC.COC(=O)OC.COC(=O)OC.O=C1OCCO1
HOMO ... -10.4 eV

Last column: Mulliken charge in e.
CARTESIAN COORDINATES (ANGSTROEM)
C  0.379  -1.132  -1.047  0.293
C  -0.120  -0.200  0.022  0.345
O  -0.504  0.972  -0.650  -0.262
C  0.072  1.004  -1.852  0.386
O  0.006  1.884  -2.648  -0.547
O  0.695  -0.203  -2.066  -0.364
H  -0.341  -1.890  -1.366  0.207
H  1.210  -1.674  -0.588  -0.266
H  0.658  -0.026  0.767  -0.261
H  -0.924  -0.685  0.577  0.378
C  3.857  0.951  -0.322  -0.782
O  3.074  0.837  0.886  -0.130
C  3.383  -0.163  1.733  0.760
O  3.939  -1.188  1.447  -0.598
O  2.871  0.140  2.906  -0.156
C  3.390  -0.573  4.028  -0.850
H  4.501  1.809  -0.126  0.271
H  3.178  1.166  -1.142  0.151
H  4.449  0.051  -0.475  0.427
H  3.324  -1.659  4.021  0.293
H  2.897  -0.192  4.918  0.256
H  4.449  -0.318  4.091  0.395
C  -0.378  -0.303  4.162  -0.900
O  -1.269  -0.029  3.083  -0.212
C  -1.435  1.251  2.737  0.832
O  -0.886  2.202  3.221  -0.575
O  -2.321  1.220  1.761  -0.292
C  -2.869  2.435  1.241  -0.489
H  -1.004  -0.157  5.044  0.389
H  0.402  0.463  4.208  0.338
H  0.187  -1.226  4.115  0.224
H  -3.788  2.335  0.675  0.285
H  -2.104  2.816  0.558  0.040
H  -2.969  3.144  2.062  0.317
C  1.440  3.862  -0.762  -0.130
O  1.548  5.254  -0.485  -0.382
C  0.878  5.823  0.504  0.600
O  0.924  7.002  0.735  -0.608
O  0.119  4.966  1.179  -0.211
C  -0.959  5.398  1.989  -0.620
H  0.415  3.553  -0.579  0.051
H  2.118  3.343  -0.077  0.204
H  1.778  3.591  -1.756  0.294
H  -0.726  6.332  2.499  0.380
H  -1.155  4.656  2.758  0.106
H  -1.819  5.532  1.334  0.293
C  -4.133  -3.436  -7.800  -0.653
O  -2.830  -2.965  -7.438  -0.319
C  -2.735  -1.966  -6.587  0.739
O  -3.623  -1.240  -6.241  -0.552
O  -1.475  -1.992  -6.105  -0.296
C  -1.183  -1.170  -4.999  -0.645
H  -4.933  -2.999  -7.204  0.345
H  -4.078  -4.504  -7.617  0.239
H  -4.384  -3.172  -8.825  0.251
H  -0.105  -1.021  -4.987  0.300
H  -1.516  -1.627  -4.063  0.236
H  -1.631  -0.174  -5.008  0.343
C  1.801  -4.395  0.403  -0.540
O  0.675  -4.721  1.173  -0.369
C  0.225  -3.759  1.983  0.766
O  0.777  -2.755  2.326  -0.366
O  -0.998  -4.145  2.376  -0.362
C  -1.562  -3.468  3.492  -0.439
H  2.559  -3.867  0.988  0.296
H  1.629  -3.766  -0.479  0.162
H  2.292  -5.268  -0.025  0.309
H  -2.539  -3.939  3.605  0.300
H  -1.773  -2.420  3.285  0.065
H  -1.026  -3.609  4.430  0.315

=====

DFT (ωB97M-V/def2-TZVPD) results for a structure of composition C18H35Ag2Br4Cl3F6NO8S2.

## Properties
Net charge ... +1
HOMO ... -12.4 eV

Last column: Mulliken charge in e.
CARTESIAN COORDINATES (ANGSTROEM)
Ag  -0.413  1.682  2.822  0.703
Ag  -2.802  -0.609  1.610  0.629
O  1.169  -0.611  1.778  -0.252
H  1.128  -1.377  2.497  0.401
H  0.295  -0.662  1.250  -0.297
H  1.164  0.221  2.279  0.212
C  1.199  -0.144  -0.739  0.446
C  -0.258  0.093  -0.285  1.020
C  -1.211  -0.697  -1.156  -1.766
O  -0.380  -0.058  1.109  0.545
H  1.508  -1.117  -0.348  0.336
H  1.856  0.627  -0.319  -0.963
H  1.387  -0.083  -1.809  -0.051
H  -0.362  1.172  -0.484  0.022
H  -2.116  -0.099  -1.278  0.365
H  -1.358  -1.729  -0.827  0.177
H  -0.733  -0.876  -2.119  0.121
C  2.832  -2.032  4.890  0.684
F  3.345  -1.562  3.741  -0.197
F  3.808  -2.452  5.648  -0.184
F  2.138  -1.071  5.494  -0.221
S  1.671  -3.480  4.388  0.913
O  2.476  -4.402  3.643  -0.566
O  1.088  -3.969  5.613  -0.572
N  0.572  -2.573  3.368  -0.510
S  -0.518  -3.617  2.751  0.743
O  -0.655  -4.900  3.403  -0.588
O  -1.716  -2.888  2.421  -0.516
C  0.206  -3.972  1.019  0.623
F  0.533  -2.821  0.413  -0.197
F  1.288  -4.712  1.082  -0.181
F  -0.708  -4.562  0.250  -0.227
C  3.195  -2.458  -2.933  0.411
Cl  4.532  -2.588  -4.076  -0.123
Cl  2.866  -3.990  -2.168  -0.102
Cl  1.711  -1.895  -3.795  -0.122
H  3.425  -1.671  -2.226  -0.012
C  -4.730  -3.972  -1.149  -0.827
C  -5.559  -2.690  -1.428  -0.591
C  -4.433  -1.738  -1.103  -0.537
O  -3.882  -2.159  0.162  0.078
C  -4.097  -3.588  0.209  -0.322
H  -3.912  -4.158  -1.840  0.304
H  -5.420  -4.813  -1.080  0.396
H  -6.383  -2.669  -0.719  0.306
H  -5.884  -2.617  -2.463  0.344
H  -4.725  -0.683  -1.141  0.380
H  -3.610  -1.793  -1.820  0.188
H  -4.721  -3.907  1.041  0.363
H  -3.153  -4.132  0.194  0.029
C  0.716  5.172  0.198  -0.057
C  0.749  5.865  1.562  -0.722
C  0.720  4.710  2.549  -0.546
O  -0.090  3.750  1.850  -0.294
C  0.170  3.791  0.468  0.699
H  1.667  5.229  -0.333  -0.328
H  0.063  5.719  -0.485  0.359
H  -0.137  6.465  1.780  0.273
H  1.584  6.544  1.731  0.389
H  0.287  4.903  3.529  0.348
H  1.736  4.348  2.754  0.284
H  -0.748  3.647  -0.109  0.371
H  0.828  2.977  0.137  -0.776
Br  -2.941  2.630  -3.654  -0.202
C  -1.243  2.364  -4.617  -0.613
C  -0.373  1.368  -3.873  0.387
Br  1.531  1.697  -4.274  -0.114
H  -0.865  3.373  -4.745  0.400
H  -1.377  1.985  -5.629  0.429
H  -0.618  0.359  -4.192  0.320
H  -0.425  1.409  -2.792  -0.557
Br  4.014  4.485  -2.795  -0.109
C  3.665  4.019  -0.944  -0.326
C  3.107  2.618  -0.907  -0.341
Br  2.964  1.920  0.914  -0.136
H  2.938  4.773  -0.644  -0.117
H  4.540  4.255  -0.344  0.477
H  3.713  1.888  -1.442  0.649
H  2.175  2.536  -1.466  0.037

=====

DFT (ωB97M-V/def2-TZVPD) results for a structure of composition C18H35BaNO9.

## Properties
Net charge ... 0
HOMO ... -5.4 eV

Last column: Mulliken charge in e.
CARTESIAN COORDINATES (ANGSTROEM)
Ba  -0.513  0.326  -0.230  1.296
C  4.245  0.841  0.351  -0.495
C  2.830  0.693  0.391  0.575
C  2.257  0.205  1.738  -0.221
O  1.042  0.223  1.939  -0.217
C  3.095  -0.494  2.679  -0.817
C  4.489  -0.194  2.688  0.056
C  4.974  0.757  1.565  0.354
O  6.131  1.224  1.533  -0.669
O  5.280  -0.788  3.360  -0.636
O  2.172  0.792  -0.602  -0.463
H  4.703  0.537  -0.554  0.207
H  2.739  -1.075  3.516  0.543
C  -3.663  -2.086  0.331  -1.086
O  -2.711  -1.050  0.836  0.350
C  -3.211  -0.585  2.059  -1.082
C  -2.302  0.469  2.665  -0.240
N  -2.161  1.576  1.611  -0.486
C  -1.202  2.543  2.215  -0.407
C  -0.985  3.402  0.998  -1.052
O  -0.365  2.873  0.092  -0.054
C  0.500  3.557  -0.757  -0.593
H  -3.629  -2.945  0.979  0.390
H  -3.435  -2.451  -0.661  0.230
H  -4.654  -1.730  0.341  0.383
H  -3.303  -1.474  2.664  0.544
H  -4.282  -0.215  1.964  0.424
H  -1.289  0.050  2.954  -0.113
H  -2.537  0.943  3.633  0.500
H  -3.040  2.169  1.504  0.143
H  -0.314  2.114  2.569  0.291
H  -1.712  3.059  3.062  0.431
H  -0.538  4.288  1.372  0.531
H  -1.931  3.660  0.557  0.444
H  0.021  4.424  -1.305  0.292
H  1.044  2.896  -1.502  -0.125
H  1.248  3.985  -0.037  0.437
C  0.281  -2.653  2.408  -0.473
C  0.039  -3.006  1.011  -0.417
O  0.763  -2.022  0.225  -0.408
H  -0.287  -3.428  2.949  0.456
H  -0.353  -1.738  2.686  -0.105
H  1.300  -2.553  2.856  0.213
H  -0.951  -3.072  0.681  0.176
H  0.532  -3.958  0.703  0.384
H  1.697  -2.292  0.317  0.241
C  0.419  -2.603  -2.789  -1.088
C  -0.926  -2.275  -3.150  -0.322
O  -1.495  -1.744  -1.983  -0.073
H  0.420  -3.365  -2.047  0.265
H  1.008  -1.850  -2.388  0.213
H  0.935  -3.186  -3.542  0.454
H  -1.522  -3.043  -3.441  0.480
H  -1.057  -1.495  -3.891  0.153
H  -2.405  -1.786  -2.205  0.036
C  1.258  1.665  -3.870  -1.187
C  -0.119  1.379  -4.152  0.008
O  -0.858  1.332  -3.014  -0.134
H  1.853  1.444  -4.729  0.461
H  1.625  1.078  -2.984  0.123
H  1.468  2.727  -3.718  0.360
H  -0.194  0.265  -4.375  -0.008
H  -0.685  2.003  -4.892  0.367
H  -1.740  1.656  -3.189  0.158